Computed, not measured: 7 unconnected molecules or ions with the total composition C12H24F15N3O12PS3 in a non-equilibrium geometry, with ωB97M-V with the def2-TZVPD basis set.

Structure (XYZ):
```
70
Properties=species:S:1:pos:R:3:lowdin_charge:R:1
S 0.39106 -3.57825 -1.31302 0.465
H 1.87160 -0.93681 3.09377 0.085
S 3.25452 -1.23953 -2.97391 0.487
H -2.43805 -1.52531 -4.18140 0.111
H 1.72348 -1.15525 0.07599 0.111
H -0.40301 0.10565 -0.90587 0.061
H -2.73993 2.67741 -5.95551 0.084
C -4.81593 2.14904 0.95555 0.016
H -2.34056 3.90696 1.95427 0.117
H 2.68750 -0.16048 0.98357 0.131
C -4.37508 3.98941 2.60122 -0.398
O 3.11097 -1.06186 -1.54655 -0.322
O 4.55532 -0.95427 -3.54711 -0.325
C -0.49094 0.07100 0.18502 0.008
F -0.90071 -5.75455 -0.40121 0.142
O 2.61327 -2.42722 -3.54052 -0.328
H 0.48715 -1.65317 2.34367 0.095
O 1.17000 -3.38474 -0.10179 -0.306
O -2.48927 -0.53724 -6.41826 0.218
F 2.95175 1.33289 -3.81099 0.132
C 0.75905 0.41948 0.93111 -0.427
H -3.85984 0.46227 -4.13464 0.174
H -4.59667 1.93468 2.90658 0.181
C -2.48447 1.83307 -6.58914 0.031
H 2.12765 -2.43113 2.20309 0.099
O -0.04979 -2.29855 -1.85578 -0.358
O -5.02830 4.95880 2.46433 0.201
O 0.85821 1.38376 1.61378 0.151
O 3.80718 1.43912 1.08553 -0.347
H -3.76408 1.93096 0.77939 0.098
H -2.29592 -0.52148 -2.66636 0.095
C -2.09754 -0.60150 -3.73105 0.052
H -1.47051 1.90717 -6.99735 0.118
C -2.55251 0.50569 -5.90178 -0.392
S 4.71678 2.29688 1.84821 0.481
H -5.14699 2.83510 0.17873 0.110
H -6.07667 2.69853 2.48803 0.187
F 2.85760 1.99458 3.71028 0.090
F 1.69140 -0.12935 -4.85769 0.060
O 6.12121 1.94112 1.77644 -0.326
H -2.56385 4.71278 3.54154 0.115
F 4.59628 0.78474 4.00750 0.113
P 3.16378 -3.17466 5.45468 0.161
H -5.36772 1.22322 0.80099 0.110
F 3.83666 -3.88718 4.14738 -0.181
C -1.12379 -4.51096 -0.81515 -0.648
F 4.58213 -2.83216 6.06974 -0.137
H -0.74543 -0.98398 0.30685 0.083
C 2.22097 0.24588 -3.65963 -0.632
H -2.62624 2.99632 3.41330 0.105
O 1.01832 -4.38372 -2.34547 -0.299
C 4.19954 2.01030 3.63176 -0.667
F 1.16385 0.55394 -2.87633 0.061
H -2.66713 1.48617 -3.99692 0.162
F -1.81518 -3.80998 0.11301 0.083
N 1.77603 -0.64988 0.97786 0.110
H -1.25472 0.82639 0.38174 0.058
C -2.90649 3.91470 2.88833 0.046
N -2.87411 0.56514 -4.38342 0.087
F 3.02831 -4.53753 6.29146 -0.161
H -1.04897 -0.39854 -3.94173 0.099
F 1.74567 -3.49817 4.67749 -0.211
C 1.55827 -1.50983 2.22380 0.036
O 4.54100 3.72897 1.63579 -0.360
F -1.93058 -4.58709 -1.90707 0.073
F 4.72775 2.88456 4.47296 0.132
F 2.32560 -2.39205 6.63437 -0.201
F 3.21340 -1.72642 4.67659 -0.206
N -5.06659 2.65614 2.35331 0.101
H -3.04569 1.87001 -7.52336 0.106
```

Summary:
HOMO = -5.39 eV
Total charge = -1
2S+1 = 1
LUMO = -1.57 eV

***

Computed, not measured: 6 unconnected molecules or ions with the total composition C2H15NO4S in a non-equilibrium geometry, with ωB97M-V with the def2-TZVPD basis set.

Structure (XYZ):
```
23
Properties=species:S:1:pos:R:3:lowdin_charge:R:1
H 5.68995 1.81749 1.49454 0.016
H 7.42269 -0.50940 -0.88900 0.043
H 2.27825 -1.80935 0.16999 -0.140
H 5.88163 -0.25713 -0.72905 -0.003
H -6.34052 -0.49708 -1.02603 0.065
H -5.60373 1.00665 -1.50760 0.068
H 3.66475 0.67071 -1.35405 0.052
O 4.21449 -0.04922 -1.04113 -0.060
C -5.53632 0.54640 0.63427 -0.329
H -5.17505 1.54787 0.85800 0.100
N -6.98447 0.68933 1.01616 -0.040
H 3.67110 -0.83896 -0.88943 -0.008
H -7.03960 0.94920 1.98826 0.046
C -5.48763 0.15418 -0.83604 -0.120
H -5.08668 -0.28451 1.18028 0.093
H -7.33969 -0.26734 1.02208 0.055
H 6.95773 1.45262 0.76638 -0.002
O 6.75167 -0.17943 -0.28629 -0.078
O 6.49105 2.21418 1.15230 -0.084
S 0.63275 -0.38915 -0.11085 0.316
O 2.97861 -2.40067 -0.17040 -0.107
H -4.55569 -0.33645 -1.11331 0.062
H 2.51473 -3.22994 -0.32906 0.055
```

Summary:
HOMO = -9.69 eV
Energy relative to the best compared isomer or geometry (same formula, charge and spin) = 103.8 kcal per mole
2S+1 = 1
LUMO = -4.98 eV

***

Computed, not measured: 2 unconnected molecules or ions with the total composition C6H17NO in a non-equilibrium geometry, with ωB97M-V with the def2-TZVPD basis set.

Structure (XYZ):
```
25
Properties=species:S:1:pos:R:3:lowdin_charge:R:1
H 1.98969 -0.61736 1.51663 -0.004
H 0.11849 0.59679 0.90717 0.079
C -1.24040 0.37490 -0.78793 -0.227
C 1.30758 -0.07811 -1.07453 -0.163
H -0.53546 -1.51117 -1.43107 0.085
C -0.22008 -0.47473 -1.57243 -0.197
C -1.03894 0.82360 0.67798 -0.225
H -2.32979 0.16028 -0.88694 0.116
H 1.89246 -0.93994 -1.31209 0.090
H -1.22922 1.93288 0.82049 0.126
H 0.01514 -1.24272 1.62597 0.097
C 1.55910 1.16804 -1.99986 -0.093
H 1.05525 0.40796 -0.02952 0.070
H 1.72634 -0.12548 2.93282 0.007
O 2.35595 -0.56654 2.41105 -0.036
H -1.73947 -2.07128 0.92637 0.094
H -2.65010 0.03736 1.76824 0.101
H -1.19655 1.34841 -1.34496 0.097
N -1.62075 -0.03815 1.79859 -0.164
C -1.15366 -1.39609 1.63504 -0.161
H 0.77962 1.83726 -1.86425 0.040
H -0.30579 -0.37599 -2.63120 0.082
H 2.31907 1.70951 -1.67687 0.016
H 1.61381 0.85002 -3.04538 0.089
H -1.47230 -1.80946 2.63666 0.083
```

Summary:
SMILES = CCCCCNC.O
HOMO = -8.93 eV
Energy relative to the best compared isomer or geometry (same formula, charge and spin) = 78.1 kcal per mole
2S+1 = 1
LUMO = 0.98 eV

***

Computed, not measured: 2 unconnected molecules or ions with the total composition C12H23F3N2O7S in a non-equilibrium geometry, with ωB97M-V with the def2-TZVPD basis set.

Structure (XYZ):
```
48
Properties=species:S:1:pos:R:3:lowdin_charge:R:1
H 2.02934 -2.27257 -1.67786 0.116
O -5.05703 1.20409 -1.85192 0.128
N -3.26337 -3.34855 1.05937 0.033
H 0.33846 -1.12924 -3.49369 0.126
H -0.28670 -2.66682 -2.63027 0.109
H -1.75878 -0.12331 -2.78260 0.121
H -3.80316 -3.55734 0.20555 0.086
H -1.38451 3.24387 -1.11579 0.124
S 6.50554 2.03025 2.06883 0.454
O 1.74130 0.42974 0.10695 -0.259
C -1.23788 -0.71777 -1.93523 -0.174
C 6.88094 2.04368 3.89158 -0.622
O -4.30094 1.77511 0.34194 0.070
O -2.80199 3.37761 1.00120 0.089
F 7.72308 1.04666 4.26302 0.090
H 3.57244 0.94294 1.12830 0.088
H -4.87019 -1.27688 -1.34197 0.157
H -0.85652 0.07599 -1.19588 0.109
H -2.99758 -2.08064 -2.08522 0.146
H -2.98357 3.61382 -1.92576 0.125
F 7.46630 3.19701 4.29953 0.093
H -2.34901 1.83206 -1.95647 0.055
C 0.00750 -1.57074 -2.48808 -0.195
H -1.67773 -2.64258 -0.91116 0.131
O 5.59840 3.15459 1.85667 -0.354
C -2.94817 -1.90324 1.20500 -0.187
O 7.79636 2.19585 1.41103 -0.341
H 2.95020 -0.13519 -1.60635 0.137
H 0.78353 -1.88776 -0.33482 0.119
H 3.52070 -0.75516 0.37633 0.101
C 2.89439 0.04289 0.91701 -0.092
C -4.45592 -0.70211 -0.43331 -0.005
C -3.18557 2.63477 0.05603 -0.357
C -4.61923 0.88979 -0.72795 -0.323
C -2.30375 -1.73343 -1.24920 -0.110
C -2.42378 2.78664 -1.33729 0.013
H -2.53469 -0.19947 0.10554 0.168
H 1.20929 0.60889 -1.89689 0.119
C 1.18188 -1.56413 -1.37076 -0.162
N -3.04278 -1.09610 -0.07675 -0.104
H -3.65824 -1.44743 1.99697 0.154
H -1.88592 -1.72461 1.62672 0.168
H -5.18959 -0.94646 0.42946 0.163
H -2.35501 -3.83480 0.91453 0.091
O 5.88675 0.73061 1.81702 -0.365
H 2.51400 -0.35117 1.93433 0.102
F 5.76950 1.89796 4.65862 0.085
C 1.86171 -0.08732 -1.24629 -0.219
```

Summary:
HOMO = -7.27 eV
2S+1 = 1
LUMO = -2.03 eV

***

Computed, not measured: 2 unconnected molecules or ions with the total composition C4H14N3 in a non-equilibrium geometry, with ωB97M-V with the def2-TZVPD basis set.

Structure (XYZ):
```
21
Properties=species:S:1:pos:R:3:lowdin_charge:R:1
C 1.59156 -1.74836 -1.20890 -0.148
H -0.61742 -1.35196 2.52269 0.084
H 2.69616 -0.42320 -2.70448 0.056
H 0.57287 -1.53127 -0.88292 0.022
H 0.76676 -0.61859 1.73800 0.153
H 2.00982 -2.05813 -0.23744 0.055
H -3.08068 0.83440 1.24626 0.167
H 1.48473 0.49064 -1.87558 0.065
H -0.56782 2.59801 -0.80827 0.132
H 0.45392 0.71503 0.15362 0.163
N -2.33039 0.33357 1.84392 0.197
H -2.13931 2.37269 0.26427 0.107
N -0.25649 -0.79189 1.83268 0.197
C -1.13049 0.12857 1.30969 -0.426
H -2.70398 -0.06686 2.71232 0.150
H -1.75885 1.28309 -1.26909 0.106
H 1.68277 -2.52627 -1.99185 0.077
C 2.22070 -0.38107 -1.72860 -0.157
H 3.00172 -0.09718 -1.01013 0.058
C -1.35912 1.84303 -0.38276 -0.062
N -0.53645 0.99573 0.47656 0.004
```

Summary:
HOMO = -14.79 eV
Energy relative to the best compared isomer or geometry (same formula, charge and spin) = 29.6 kcal per mole
Total charge = +1
2S+1 = 1
LUMO = -3.31 eV

***

Computed, not measured: 2 unconnected molecules or ions with the total composition H3N2O2P in a non-equilibrium geometry, with ωB97M-V with the def2-TZVPD basis set.

Structure (XYZ):
```
8
Properties=species:S:1:pos:R:3:lowdin_charge:R:1
O -0.90401 1.77851 -0.76977 -0.521
O 1.74116 -1.04499 0.04184 -0.123
N 2.62884 -0.20839 -0.10090 0.018
P -0.59363 0.93303 0.41971 0.672
H 2.46544 0.66402 -0.63588 0.054
H -1.33670 -1.28061 0.92757 0.058
H -2.50127 -0.38704 -0.15979 0.096
N -1.49982 -0.45453 0.27722 -0.254
```

Summary:
SMILES = NP=O.N=O
HOMO (alpha / beta) = -9.70 / -9.69 eV
Energy relative to the best compared isomer or geometry (same formula, charge and spin) = 64.1 kcal per mole
2S+1 = 1
LUMO (alpha / beta) = -0.81 / -0.79 eV

***

Computed, not measured: a gas-phase ion, C4H6BrN2 (charge +1) in a non-equilibrium geometry, with ωB97M-V with the def2-TZVPD basis set.

Structure (XYZ):
```
13
Properties=species:S:1:pos:R:3:lowdin_charge:R:1
C -1.07175 -1.43556 0.14939 0.282
N -3.10239 0.01540 0.17029 -0.515
H -0.16550 1.69045 -0.32524 0.163
C -2.31027 1.03066 -0.09422 -0.234
H 1.58687 -1.40638 -0.01665 0.124
N -0.36988 -0.39956 -0.11212 -0.160
H -1.01858 -2.53527 0.42085 0.151
H 1.82167 0.22731 -0.60278 0.151
C -0.94434 0.88765 -0.13480 -0.022
C 1.11031 -0.37302 0.13757 -0.015
H 1.37200 -0.00040 1.10758 0.091
Br -4.83351 -0.17857 -0.02291 0.878
H -2.48503 2.02548 -0.29518 0.106
```

Summary:
HOMO (alpha / beta) = -13.25 / -13.26 eV
Energy relative to the best compared isomer or geometry (same formula, charge and spin) = 149.3 kcal per mole
Total charge = +1
2S+1 = 1
LUMO (alpha / beta) = -5.63 / -6.58 eV

***

Computed, not measured: a molecular structure, C12H16HgIO2P in a non-equilibrium geometry, with ωB97M-V with the def2-TZVPD basis set.

Structure (XYZ):
```
33
Properties=species:S:1:pos:R:3:lowdin_charge:R:1
H -2.56560 0.88102 0.53636 0.155
C 0.33148 0.08209 -1.93326 0.056
C 0.46429 1.23234 -1.04661 -0.448
H -1.88050 -2.27158 -0.13934 0.053
I -2.82803 -2.69562 -3.16656 1.067
C -0.83218 2.99843 2.49776 -0.133
H -0.33311 3.90971 2.16890 0.100
C -1.08444 -3.01182 -0.20303 -0.100
C -0.83398 -0.60236 -2.00761 -0.151
H -0.28931 -2.02620 -3.45943 0.095
O -3.06224 0.26330 -2.04631 0.159
C -0.47775 1.22570 0.13407 -0.235
C -0.31883 -2.95745 -1.52804 -0.292
C -1.74137 0.80786 -0.16160 0.149
H 2.14876 2.13388 0.77670 0.035
H 2.98062 0.57959 3.14424 0.094
C -2.01808 0.16237 -1.47811 -0.356
H -0.77388 2.89877 3.57884 0.083
H 1.19266 -0.17133 -2.53787 0.128
H -1.87394 2.96584 2.19936 0.073
P 0.05590 1.64010 1.72819 1.235
C -0.90628 -1.98347 -2.56800 -0.679
H -0.32088 -3.93307 -1.99816 0.105
H -1.55102 -3.97597 -0.04565 0.086
Hg 3.64186 0.45499 -0.62233 0.933
H 3.24683 0.21719 1.42994 -0.100
H 1.78567 -0.36393 2.22463 0.071
H -0.41781 -2.84435 0.63886 0.071
H 2.04918 2.60026 2.47328 0.113
H 0.70972 -2.65418 -1.34533 0.103
O 1.23256 2.15075 -1.20627 0.048
C 2.47379 0.47530 2.19295 -0.144
C 1.79590 1.81183 1.76944 -0.372
```

Summary:
HOMO = -14.65 eV
Total charge = +2
2S+1 = 1
LUMO = -12.09 eV